--- one ---
ORCA calculation (ωB97M-V/def2-TZVPD) on a cluster of 18 separate species, H37O18 in total.

Computed properties:
LUMO = -0.103 hartree
frontier orbital gap = 0.366 hartree
HOMO energy = -12.77 eV
charge = +1

Cartesian coordinates (Å):
O: 3.431 -0.587 -2.788
H: 0.181 -3.212 -0.762
H: -0.198 -0.220 4.157
O: -0.059 0.567 3.583
H: 3.637 -0.989 -3.636
O: 0.295 0.003 0.728
H: 0.245 -0.798 0.126
H: 0.871 0.495 0.126
O: -0.996 3.642 4.408
H: -0.224 3.642 4.988
H: -1.423 4.497 4.550
O: 1.675 -2.701 -3.704
H: 1.717 -2.753 -4.664
H: 0.764 -2.535 -3.436
O: -0.195 2.573 -4.443
H: -0.627 3.140 -5.085
H: 0.635 2.185 -4.737
O: -2.931 -4.038 0.821
H: -2.049 -3.892 1.183
H: -3.127 -3.302 0.233
O: 0.228 -3.278 2.317
H: 0.753 -3.041 3.084
H: 0.323 -4.241 2.277
O: 3.393 3.148 -1.897
H: 4.183 3.376 -1.391
H: 4.190 -0.757 -2.222
O: -1.624 4.476 -2.633
H: -1.435 5.214 -2.045
H: -0.879 3.871 -2.507
O: -1.001 -0.140 -2.075
H: -0.249 0.113 -2.611
H: -1.666 -0.673 -2.510
O: -0.511 -2.207 4.608
H: -1.346 -2.318 5.089
H: 0.035 -2.892 5.014
O: -0.169 -2.576 -0.126
H: 2.722 3.193 -1.208
H: 0.402 -2.761 0.660
O: 1.003 3.205 1.619
H: 1.713 2.590 1.860
H: 1.303 3.594 0.787
O: -1.343 2.611 2.396
H: -0.818 2.332 1.606
H: -0.965 3.555 2.751
O: -4.496 -0.491 -2.624
H: -3.955 -1.157 -3.107
H: -4.791 -0.075 -3.447
O: 4.726 0.360 1.877
H: 5.658 0.120 1.841
H: 4.233 -0.278 1.342
O: -3.469 -3.894 -2.144
H: -2.690 -4.354 -2.460
H: -3.983 -4.422 -1.531
H: -0.962 1.965 3.033
H: -0.133 0.114 2.726

The molecule's Mulliken atomic charges, reported in e, are given here:
1 O -0.56
2 H 0.33
3 H 0.35
4 O -0.73
5 H 0.28
6 O -0.55
7 H 0.34
8 H 0.30
9 O -0.65
10 H 0.33
11 H 0.32
12 O -0.60
13 H 0.31
14 H 0.29
15 O -0.58
16 H 0.29
17 H 0.31
18 O -0.65
19 H 0.31
20 H 0.36
21 O -0.54
22 H 0.23
23 H 0.31
24 O -0.58
25 H 0.32
26 H 0.28
27 O -0.61
28 H 0.30
29 H 0.30
30 O -0.55
31 H 0.29
32 H 0.23
33 O -0.61
34 H 0.28
35 H 0.32
36 O -0.76
37 H 0.26
38 H 0.33
39 O -0.58
40 H 0.29
41 H 0.27
42 O -0.42
43 H 0.45
44 H 0.54
45 O -0.60
46 H 0.27
47 H 0.32
48 O -0.62
49 H 0.32
50 H 0.31
51 O -0.60
52 H 0.30
53 H 0.30
54 H 0.52
55 H 0.31

--- two ---
ORCA calculation (ωB97M-V/def2-TZVPD) on a cluster of 18 separate species, H37O18 in total.

Computed properties:
LUMO = -0.114 hartree
frontier orbital gap = 0.364 hartree
HOMO energy = -13.01 eV
charge = +1

Cartesian coordinates (Å):
O: -4.819 -2.188 2.811
H: 1.643 -3.219 2.665
H: -5.703 -1.816 2.836
O: 1.929 1.008 -2.690
H: 2.718 3.033 0.668
O: 1.969 0.941 1.354
H: 2.723 0.387 1.587
H: -0.364 -0.677 -4.923
O: -3.930 0.636 -1.031
H: 1.475 0.913 -1.848
H: -3.039 0.321 -1.206
O: -3.221 0.550 1.946
H: -2.597 0.150 1.240
H: -4.040 0.966 1.652
O: 2.962 3.849 1.113
H: 3.379 4.332 0.391
H: -0.165 -1.102 -3.613
O: -1.922 5.777 0.504
H: -1.476 2.371 -5.637
H: 2.060 -1.350 -2.220
O: 4.245 2.499 -1.516
H: 3.939 2.799 -2.383
H: 3.553 1.831 -1.418
O: 0.868 -2.247 0.097
H: 0.506 -1.711 0.798
H: 1.137 -6.151 -0.068
O: -0.607 -0.342 -4.044
H: -2.325 6.044 -0.322
H: -4.198 0.945 -1.898
O: -0.332 -0.831 5.417
H: 0.312 -0.601 6.093
H: 0.132 -1.377 4.780
O: -2.527 1.728 4.077
H: -3.156 2.438 4.231
H: -2.243 1.325 4.901
O: 1.280 -3.907 2.106
H: 1.032 -3.100 0.582
H: 0.496 -4.381 2.387
O: -1.494 -0.471 0.392
H: -0.578 -0.209 0.279
H: -1.745 -0.821 -0.470
O: 4.685 -1.699 -3.427
H: 4.035 -2.169 -3.955
H: 4.265 -1.510 -2.601
O: 1.845 -5.570 0.225
H: -4.966 -3.081 3.141
H: -2.749 0.973 2.753
O: 1.469 -2.114 -2.334
H: 2.235 1.723 1.865
H: 1.732 -2.476 -1.447
O: -0.684 2.786 -5.277
H: 1.219 0.925 -3.343
H: -0.121 2.816 -6.059
H: -2.616 5.836 1.162
H: 1.772 -4.784 -0.321

The molecule's Mulliken atomic charges, reported in e, are given here:
1 O -0.58
2 H 0.26
3 H 0.31
4 O -0.63
5 H 0.32
6 O -0.62
7 H 0.32
8 H 0.32
9 O -0.57
10 H 0.30
11 H 0.30
12 O -0.36
13 H 0.59
14 H 0.37
15 O -0.62
16 H 0.33
17 H 0.28
18 O -0.63
19 H 0.31
20 H 0.18
21 O -0.61
22 H 0.33
23 H 0.31
24 O -0.61
25 H 0.23
26 H 0.31
27 O -0.61
28 H 0.32
29 H 0.32
30 O -0.60
31 H 0.33
32 H 0.29
33 O -0.64
34 H 0.32
35 H 0.32
36 O -0.58
37 H 0.35
38 H 0.30
39 O -0.72
40 H 0.32
41 H 0.22
42 O -0.59
43 H 0.33
44 H 0.29
45 O -0.61
46 H 0.30
47 H 0.45
48 O -0.54
49 H 0.31
50 H 0.45
51 O -0.62
52 H 0.27
53 H 0.32
54 H 0.31
55 H 0.27

--- three ---
ORCA calculation (ωB97M-V/def2-TZVPD) on a structure of composition H37O18.

Computed properties:
LUMO = -0.100 hartree
frontier orbital gap = 0.366 hartree
HOMO energy = -12.68 eV
charge = +1

Cartesian coordinates (Å):
O: 1.405 -0.652 0.691
H: 0.280 -1.454 1.117
H: 1.936 -0.452 1.591
O: -1.158 0.788 -0.019
H: 1.475 0.232 0.553
O: 1.329 2.189 1.884
H: 0.737 2.819 1.382
H: 2.211 2.400 1.855
O: 4.028 0.379 2.659
H: 4.035 -0.530 2.495
H: 4.326 0.594 3.536
O: -0.654 1.972 4.584
H: 0.035 1.959 4.035
H: -0.619 2.722 5.147
O: -0.259 -0.917 -1.992
H: -0.486 -0.092 -1.780
H: -0.776 -1.516 -1.515
O: 1.689 -0.040 -3.491
H: 2.447 -0.619 -3.067
H: 1.708 -0.140 -4.397
O: 3.436 -1.596 -2.170
H: 3.657 -2.407 -2.560
H: 2.618 -1.726 -1.481
O: -0.601 -2.031 3.809
H: -1.333 -1.836 4.388
H: 0.068 -2.699 4.371
O: 2.439 2.800 -3.412
H: 3.324 2.503 -3.742
H: 1.842 2.010 -3.399
O: -2.312 -2.773 0.314
H: -2.512 -3.689 0.087
H: -2.591 -2.158 -0.456
O: 3.899 0.945 -0.568
H: 3.943 1.272 -1.486
H: 4.501 0.200 -0.552
O: -0.761 -1.547 1.343
H: -0.748 -1.968 2.370
H: -1.196 -2.511 0.871
O: -2.253 -3.909 -3.068
H: -2.605 -3.104 -3.572
H: -1.446 -4.257 -3.482
O: -4.554 2.899 -1.023
H: -4.185 3.575 -1.666
H: -4.932 3.227 -0.156
O: -3.281 0.311 -1.621
H: -4.096 0.956 -1.537
H: -3.287 -0.119 -2.448
O: -1.334 -0.200 5.581
H: -0.510 0.201 5.951
H: -1.412 0.226 4.700
O: -1.360 2.009 -3.525
H: -0.829 1.512 -3.060
H: -2.089 2.404 -3.170
H: -2.049 0.473 -0.056
H: -1.139 1.365 -0.845

The molecule's Mulliken atomic charges, reported in e, are given here:
1 O -0.50
2 H 0.39
3 H 0.28
4 O -0.43
5 H 0.23
6 O -0.56
7 H 0.30
8 H 0.27
9 O -0.54
10 H 0.29
11 H 0.28
12 O -0.60
13 H 0.32
14 H 0.27
15 O -0.40
16 H 0.13
17 H 0.16
18 O -0.49
19 H 0.33
20 H 0.25
21 O -0.67
22 H 0.28
23 H 0.36
24 O -0.62
25 H 0.37
26 H 0.33
27 O -0.66
28 H 0.29
29 H 0.35
30 O -0.51
31 H 0.36
32 H 0.29
33 O -0.53
34 H 0.25
35 H 0.29
36 O -0.64
37 H 0.45
38 H 0.55
39 O -0.64
40 H 0.33
41 H 0.32
42 O -0.63
43 H 0.32
44 H 0.31
45 O -0.51
46 H 0.27
47 H 0.28
48 O -0.68
49 H 0.32
50 H 0.36
51 O -0.55
52 H 0.25
53 H 0.28
54 H 0.23
55 H 0.22

Which of them is the least stable? Correct choice: three.

--- one ---
ORCA calculation (ωB97M-V/def2-TZVPD) on a structure of composition C46H40N11SSiTa.

Computed properties:
LUMO = -0.249 hartree
frontier orbital gap = 0.226 hartree
HOMO energy = -12.92 eV
charge = +2

Cartesian coordinates (Å):
Ta: 0.407 -0.128 -0.149
C: -2.522 -2.928 1.886
C: -2.990 -3.798 0.902
C: -2.451 -3.719 -0.357
C: -1.446 -2.785 -0.638
N: -1.012 -1.934 0.316
C: -1.548 -2.026 1.553
N: -0.899 -2.860 -1.891
C: -0.163 -2.016 -2.481
N: 0.115 -0.679 -2.113
C: 0.828 -0.086 -3.193
N: 1.133 1.124 -3.372
C: 0.691 2.170 -2.587
C: 0.932 3.441 -3.105
C: 0.463 4.554 -2.448
C: -0.267 4.375 -1.281
C: -0.447 3.096 -0.812
N: 0.026 1.997 -1.425
C: 1.118 -1.139 -4.178
C: 1.823 -1.086 -5.365
C: 1.882 -2.250 -6.119
C: 1.247 -3.420 -5.699
C: 0.536 -3.461 -4.507
C: 0.490 -2.299 -3.761
H: -2.911 -2.949 2.894
H: -3.755 -4.529 1.130
H: -2.759 -4.372 -1.161
H: -1.182 -1.326 2.287
H: 1.483 3.509 -4.032
H: 0.649 5.546 -2.839
H: -0.682 5.212 -0.737
H: -0.999 2.944 0.096
H: 2.304 -0.172 -5.688
H: 2.429 -2.251 -7.053
H: 1.307 -4.306 -6.317
H: 0.040 -4.363 -4.173
C: -5.452 -0.763 -1.984
C: -4.174 -0.821 -2.517
C: -3.095 -0.384 -1.768
C: -3.292 0.111 -0.486
C: -4.579 0.177 0.051
C: -5.651 -0.262 -0.701
N: -2.149 0.566 0.246
N: -2.434 1.282 1.206
C: -1.361 1.828 1.929
C: -1.703 2.790 2.861
C: -0.691 3.443 3.545
C: 0.619 3.086 3.281
C: 0.871 2.099 2.342
N: -0.101 1.472 1.673
H: -6.299 -1.093 -2.572
H: -4.018 -1.202 -3.517
H: -2.107 -0.364 -2.190
H: -4.722 0.562 1.051
H: -6.649 -0.215 -0.287
H: -2.749 3.020 3.008
H: -0.923 4.221 4.260
H: 1.447 3.564 3.786
H: 1.880 1.798 2.109
S: 1.467 -0.858 2.622
C: 0.621 -1.242 4.026
N: 1.306 -1.930 4.993
C: 0.771 -2.264 6.183
C: -0.514 -1.916 6.455
C: -1.194 -1.228 5.442
N: -0.661 -0.902 4.278
H: 2.261 -2.188 4.772
H: 1.404 -2.806 6.872
H: -0.979 -2.160 7.397
H: -2.226 -0.924 5.587
N: 9.808 3.434 -0.350
C: 8.693 3.157 -0.353
C: 7.299 2.793 -0.346
C: 6.486 3.191 0.712
C: 5.161 2.800 0.749
C: 4.641 2.004 -0.271
C: 5.451 1.636 -1.350
C: 6.775 2.029 -1.387
C: 3.305 1.494 -0.208
C: 2.187 1.010 -0.158
H: 6.899 3.807 1.500
H: 4.529 3.108 1.571
H: 5.035 1.039 -2.151
H: 7.409 1.747 -2.216
C: 1.808 -4.044 1.930
Si: 2.172 -3.607 0.146
C: 3.978 -3.945 -0.201
C: 1.193 -4.796 -0.912
C: 2.054 -1.737 -0.219
H: 1.965 -5.119 2.060
H: 0.777 -3.819 2.221
H: 2.485 -3.522 2.610
H: 4.233 -4.974 0.069
H: 4.639 -3.277 0.357
H: 4.197 -3.819 -1.265
H: 1.715 -5.758 -0.876
H: 1.137 -4.494 -1.957
H: 0.177 -4.964 -0.551
H: 2.459 -1.592 -1.230
H: 2.798 -1.307 0.457

Atom charges from the Mulliken analysis, given in e for atoms 1 to 99:
1 Ta 1.83
2 C -0.90
3 C -1.14
4 C -0.89
5 C -0.39
6 N 1.10
7 C 0.04
8 N -0.05
9 C -0.01
10 N 1.26
11 C -0.17
12 N -0.41
13 C 0.12
14 C -0.65
15 C -0.58
16 C -1.14
17 C -0.59
18 N 0.22
19 C 0.14
20 C -0.40
21 C -0.74
22 C -0.90
23 C -0.21
24 C -0.21
25 H 0.58
26 H 0.50
27 H 0.68
28 H -0.10
29 H 0.58
30 H 0.47
31 H 0.53
32 H 0.85
33 H 0.59
34 H 0.44
35 H 0.49
36 H 0.61
37 C -0.66
38 C -0.72
39 C 0.50
40 C -0.13
41 C -0.60
42 C -0.77
43 N 1.65
44 N -1.09
45 C -0.81
46 C -0.72
47 C -0.85
48 C -1.12
49 C -0.65
50 N 1.37
51 H 0.46
52 H 0.48
53 H 0.06
54 H 0.47
55 H 0.43
56 H 0.64
57 H 0.50
58 H 0.56
59 H 0.38
60 S -0.24
61 C 0.37
62 N 0.09
63 C -0.11
64 C -0.95
65 C -0.01
66 N -0.29
67 H 0.30
68 H 0.46
69 H 0.44
70 H 0.50
71 N -0.42
72 C -0.15
73 C 0.53
74 C -0.79
75 C -0.47
76 C -0.12
77 C -0.46
78 C -0.82
79 C 0.60
80 C 0.58
81 H 0.48
82 H 0.54
83 H 0.55
84 H 0.47
85 C -0.96
86 Si -0.01
87 C -1.29
88 C -0.82
89 C -1.53
90 H 0.53
91 H 0.31
92 H 0.13
93 H 0.37
94 H 0.34
95 H 0.32
96 H 0.55
97 H 0.10
98 H 0.28
99 H 0.80

--- two ---
ORCA calculation (ωB97M-V/def2-TZVPD) on a structure of composition C46H40N11SSiTa.

Computed properties:
LUMO = -0.221 hartree
frontier orbital gap = 0.217 hartree
HOMO energy = -11.92 eV
charge = +2

Cartesian coordinates (Å):
Ta: -0.037 0.277 -0.588
C: -2.882 3.404 -1.877
C: -3.757 2.851 -2.805
C: -3.600 1.529 -3.145
C: -2.582 0.768 -2.567
N: -1.741 1.301 -1.657
C: -1.906 2.608 -1.337
N: -2.527 -0.543 -2.995
C: -1.622 -1.394 -2.742
N: -0.449 -1.262 -1.954
C: 0.138 -2.530 -1.880
N: 1.174 -2.923 -1.229
C: 2.078 -2.111 -0.607
C: 3.279 -2.736 -0.226
C: 4.324 -1.995 0.253
C: 4.180 -0.606 0.339
C: 2.981 -0.051 0.001
N: 1.901 -0.780 -0.412
C: -0.643 -3.473 -2.688
C: -0.442 -4.818 -2.949
C: -1.360 -5.438 -3.785
C: -2.433 -4.731 -4.335
C: -2.624 -3.382 -4.067
C: -1.703 -2.775 -3.233
H: -2.949 4.440 -1.576
H: -4.540 3.445 -3.255
H: -4.241 1.035 -3.859
H: -1.197 3.016 -0.635
H: 3.346 -3.802 -0.378
H: 5.257 -2.472 0.523
H: 4.996 0.033 0.646
H: 2.838 1.017 0.015
H: 0.395 -5.352 -2.522
H: -1.245 -6.487 -4.021
H: -3.125 -5.248 -4.985
H: -3.449 -2.825 -4.489
C: 1.672 4.865 2.308
C: 2.353 3.664 2.189
C: 1.673 2.516 1.804
C: 0.321 2.570 1.507
C: -0.374 3.763 1.667
C: 0.305 4.905 2.062
N: -0.379 1.385 1.078
N: -1.512 1.264 1.840
C: -2.162 0.175 1.523
C: -3.386 -0.150 2.188
C: -4.001 -1.318 1.913
C: -3.413 -2.208 0.965
C: -2.283 -1.845 0.324
N: -1.631 -0.641 0.546
H: 2.197 5.761 2.613
H: 3.413 3.617 2.408
H: 2.189 1.567 1.767
H: -1.446 3.782 1.516
H: -0.240 5.831 2.191
H: -3.769 0.567 2.900
H: -4.929 -1.583 2.401
H: -3.865 -3.162 0.740
H: -1.832 -2.512 -0.393
S: -0.062 -1.202 3.701
C: -0.553 -2.286 4.933
N: 0.226 -2.591 5.993
C: -0.179 -3.459 6.953
C: -1.401 -4.041 6.841
C: -2.171 -3.675 5.723
N: -1.763 -2.829 4.800
H: 1.117 -2.119 6.103
H: 0.512 -3.631 7.766
H: -1.761 -4.739 7.580
H: -3.160 -4.095 5.581
N: 5.201 8.294 -3.849
C: 4.604 7.374 -3.512
C: 3.858 6.219 -3.089
C: 3.897 5.054 -3.851
C: 3.183 3.944 -3.442
C: 2.428 3.996 -2.268
C: 2.391 5.168 -1.508
C: 3.104 6.277 -1.918
C: 1.690 2.855 -1.828
C: 1.055 1.902 -1.409
H: 4.485 5.026 -4.758
H: 3.202 3.036 -4.028
H: 1.803 5.196 -0.600
H: 3.081 7.192 -1.341
C: 0.476 1.818 5.380
Si: 1.870 0.602 5.518
C: 3.542 1.327 5.145
C: 1.891 -0.186 7.223
C: 1.624 -0.752 4.168
H: 0.631 2.645 6.077
H: -0.488 1.362 5.618
H: 0.403 2.240 4.374
H: 3.789 2.116 5.858
H: 3.563 1.767 4.147
H: 4.331 0.574 5.202
H: 2.284 0.547 7.932
H: 2.558 -1.052 7.293
H: 0.898 -0.454 7.592
H: 2.231 -1.654 4.298
H: 1.993 -0.305 3.239

Atom charges from the Mulliken analysis, given in e for atoms 1 to 99:
1 Ta 2.28
2 C -1.03
3 C -0.63
4 C -0.54
5 C 0.22
6 N 0.16
7 C 0.08
8 N -0.45
9 C -0.12
10 N -0.19
11 C -0.32
12 N -0.60
13 C 0.40
14 C -0.54
15 C -0.54
16 C -1.11
17 C -0.76
18 N -0.37
19 C 0.66
20 C -0.27
21 C -0.70
22 C -0.68
23 C -0.32
24 C 0.39
25 H 0.51
26 H 0.44
27 H 0.57
28 H 0.36
29 H 0.56
30 H 0.49
31 H 0.55
32 H 0.91
33 H 0.56
34 H 0.44
35 H 0.44
36 H 0.58
37 C -1.09
38 C -1.26
39 C 0.33
40 C -0.21
41 C -0.05
42 C -1.09
43 N 2.34
44 N -0.82
45 C -0.28
46 C -0.76
47 C -0.54
48 C -0.93
49 C -0.27
50 N 0.65
51 H 0.51
52 H 0.50
53 H 0.28
54 H 0.60
55 H 0.45
56 H 0.57
57 H 0.48
58 H 0.54
59 H 0.38
60 S 0.68
61 C -0.26
62 N 0.08
63 C 0.06
64 C -0.77
65 C -0.02
66 N -0.39
67 H -0.06
68 H 0.48
69 H 0.43
70 H 0.45
71 N -0.43
72 C -0.13
73 C 0.58
74 C -0.78
75 C -0.66
76 C -0.07
77 C -0.16
78 C -0.82
79 C 0.79
80 C -0.99
81 H 0.49
82 H 0.51
83 H 0.47
84 H 0.48
85 C -0.63
86 Si 0.19
87 C -0.82
88 C -1.26
89 C -0.10
90 H 0.41
91 H 0.32
92 H 0.07
93 H 0.35
94 H 0.10
95 H 0.38
96 H 0.38
97 H 0.44
98 H 0.34
99 H 0.87

Which of them is the least stable? Correct choice: one.